The following is a quantum chemistry calculation of a structure of composition C30H41BBrCl2CoN7OSi, from the OMol25 dataset.

Geometry as ORCA input:
```
! RIJCOSX wB97M-V def2-TZVPD def2/J DEFGRID3
* xyz 1 5
Co -0.248 1.195 -2.732
C 3.688 -0.253 -1.887
C 2.681 0.677 -1.630
N 1.655 0.488 -2.453
N 1.972 -0.560 -3.250
C 3.187 -1.020 -2.921
B 0.924 -1.170 -4.217
N -0.326 -1.609 -3.410
C -0.934 -2.801 -3.346
C -2.067 -2.681 -2.566
C -2.081 -1.342 -2.180
N -1.035 -0.703 -2.693
N 0.470 -0.092 -5.248
C 0.367 -0.197 -6.582
C -0.362 0.875 -7.056
C -0.696 1.599 -5.909
N -0.186 1.016 -4.829
H 4.636 -0.358 -1.390
H 2.643 1.458 -0.886
H 3.609 -1.860 -3.446
H 1.401 -2.107 -4.793
H -0.517 -3.652 -3.858
H -2.771 -3.452 -2.307
H -2.778 -0.819 -1.544
H 0.819 -1.027 -7.098
H -0.621 1.095 -8.077
H -1.267 2.510 -5.819
Cl -1.784 3.576 1.373
C -0.809 4.263 0.175
C -0.302 5.544 0.304
C 0.511 6.091 -0.675
Cl 1.100 7.672 -0.459
C 0.873 5.364 -1.866
C 1.694 5.849 -2.895
C 1.954 5.034 -3.971
C 1.395 3.752 -4.018
N 0.616 3.286 -3.059
C 0.368 4.075 -2.008
C -0.498 3.470 -0.990
O -0.922 2.314 -1.151
H -0.541 6.125 1.184
H 2.114 6.844 -2.836
H 2.586 5.371 -4.780
H 1.581 3.084 -4.850
C -3.215 -2.086 2.360
C -2.326 -1.140 3.183
C -2.589 -1.417 4.674
C -2.818 0.281 2.864
Si -0.479 -1.400 2.750
Br -0.220 -0.411 0.707
C 0.004 -3.228 2.460
C -0.624 -3.813 1.182
C -0.414 -4.109 3.651
C 1.525 -3.367 2.283
C 0.725 -0.442 3.889
C 0.948 -1.199 5.211
C 0.168 0.951 4.226
C 2.094 -0.198 3.233
H -4.264 -1.850 2.566
H -3.066 -3.134 2.613
H -3.053 -1.965 1.286
H -3.662 -1.328 4.868
H -2.084 -0.706 5.328
H -2.288 -2.421 4.977
H -3.886 0.339 3.099
H -2.696 0.513 1.805
H -2.312 1.050 3.444
H -1.707 -3.893 1.235
H -0.230 -4.825 1.039
H -0.367 -3.234 0.295
H -1.494 -4.152 3.783
H 0.027 -3.783 4.595
H -0.072 -5.132 3.469
H 1.898 -2.758 1.457
H 1.755 -4.412 2.053
H 2.080 -3.107 3.183
H 0.019 -1.419 5.739
H 1.561 -0.581 5.875
H 1.481 -2.139 5.067
H -0.737 0.916 4.830
H -0.042 1.531 3.323
H 0.920 1.498 4.803
H 2.612 -1.111 2.952
H 2.730 0.333 3.950
H 2.003 0.424 2.342
*
```

For the HOMO energy (spin up / spin down), the calculation gives -11.40 / -11.40 eV. The value obtained for the gap between HOMO and LUMO (spin up / spin down) is 7.706 / 5.701 eV. As for the LUMO energy (spin up / spin down): -3.69 / -5.70 eV.

Atomic partial charges in e from the Mulliken method, atoms 1 to 4:
1 Co 0.313
2 C -1.307
3 C -0.085
4 N 0.171

The following is a quantum chemistry calculation of a structure of composition C28H71BF2InO11 in a non-equilibrium geometry, from the OMol25 dataset.

Geometry as ORCA input:
```
! RIJCOSX wB97M-V def2-TZVPD def2/J DEFGRID3
* xyz -1 1
C 4.370 -2.932 0.001
C 3.425 -3.142 1.163
F 4.191 -3.874 2.143
C 2.208 -3.952 0.776
In 0.331 -2.742 0.583
C -1.155 -4.010 -0.572
C -0.596 -5.352 -0.771
O -0.741 -6.309 -0.028
O 0.188 -5.510 -1.911
B -0.540 -2.233 2.654
O -1.172 -3.180 3.453
O -0.473 -0.946 3.198
C 0.561 -0.830 -0.564
C 1.845 -0.652 -1.320
F -0.515 -0.744 -1.518
H 5.176 -2.245 0.257
H 4.787 -3.893 -0.287
H 3.825 -2.520 -0.845
H 3.186 -2.205 1.664
H 2.028 -4.671 1.574
H 2.455 -4.530 -0.117
H -2.087 -4.077 -0.020
H -1.342 -3.552 -1.542
H 0.793 -4.765 -1.944
H -0.784 -4.038 3.278
H -0.025 -1.022 4.045
H 0.406 -0.002 0.126
H 1.845 0.323 -1.822
H 1.982 -1.406 -2.091
H 2.701 -0.630 -0.652
C 3.844 -0.047 6.013
C 3.711 -0.937 4.785
C 4.901 -1.870 4.629
O 3.546 -0.136 3.615
H 4.732 0.586 5.927
H 2.979 0.611 6.107
H 3.932 -0.640 6.925
H 2.797 -1.529 4.864
H 5.823 -1.292 4.503
H 4.781 -2.497 3.747
H 5.016 -2.514 5.503
H 4.343 0.392 3.509
C -6.408 -0.685 3.691
C -5.458 -1.754 3.166
C -4.017 -1.460 3.548
O -5.590 -1.873 1.750
H -6.157 0.289 3.260
H -7.438 -0.913 3.408
H -6.354 -0.605 4.779
H -5.752 -2.725 3.568
H -3.696 -0.507 3.116
H -3.351 -2.227 3.168
H -3.897 -1.403 4.631
H -5.318 -1.037 1.359
C -0.308 -0.385 -5.779
C 0.814 -1.412 -5.750
C 0.349 -2.759 -6.286
O 1.323 -1.551 -4.431
H -1.137 -0.706 -5.143
H 0.042 0.573 -5.393
H -0.686 -0.239 -6.794
H 1.652 -1.053 -6.352
H -0.460 -3.154 -5.667
H 1.164 -3.483 -6.261
H -0.013 -2.675 -7.313
H 0.610 -1.858 -3.858
C -0.158 3.648 -9.265
C -0.152 2.158 -8.961
C 0.826 1.405 -9.850
O -1.465 1.619 -9.107
H -0.470 3.824 -10.299
H -0.863 4.166 -8.616
H 0.831 4.086 -9.125
H 0.117 2.001 -7.916
H 0.544 1.513 -10.902
H 0.814 0.341 -9.614
H 1.844 1.778 -9.726
H -1.731 1.740 -10.024
C -0.485 4.260 1.962
C 0.115 2.878 2.184
C 0.842 2.785 3.517
O 1.010 2.567 1.120
H 0.303 5.019 1.948
H -0.999 4.301 1.002
H -1.195 4.516 2.750
H -0.670 2.123 2.149
H 1.667 3.504 3.551
H 1.266 1.788 3.645
H 0.170 2.991 4.352
H 1.715 3.221 1.134
C 6.502 0.906 0.125
C 5.502 1.314 -0.948
C 5.873 2.648 -1.580
O 4.190 1.366 -0.406
H 6.516 1.647 0.930
H 6.219 -0.052 0.562
H 7.512 0.820 -0.281
H 5.465 0.544 -1.721
H 5.870 3.440 -0.825
H 5.146 2.920 -2.346
H 6.864 2.612 -2.035
H 4.177 2.032 0.289
C -8.565 3.644 3.143
C -7.844 3.468 4.471
C -8.597 2.526 5.397
O -7.651 4.736 5.102
H -9.556 4.080 3.304
H -8.009 4.320 2.493
H -8.688 2.690 2.630
H -6.844 3.075 4.290
H -9.588 2.927 5.630
H -8.063 2.409 6.339
H -8.722 1.542 4.943
H -8.520 5.109 5.274
*
```

For the HOMO energy, the calculation gives -4.48 eV. The value obtained for the gap between HOMO and LUMO is 6.651 eV. As for the LUMO energy: 2.18 eV.

Atomic partial charges in e from the Mulliken method, atoms 1 to 4:
1 C -1.397
2 C 1.311
3 F -0.472
4 C -1.327

The following is a quantum chemistry calculation of a structure of composition C11H18BF2NO8S2Ta, from the OMol25 dataset.

Geometry as ORCA input:
```
! RIJCOSX wB97M-V def2-TZVPD def2/J DEFGRID3
* xyz 0 2
Ta 1.192 -0.043 -0.525
C 1.575 -3.281 -1.794
O 1.427 -2.518 -0.602
C 0.620 -3.151 0.380
C 0.540 -2.233 1.571
O 0.039 -0.958 1.100
C -0.414 -0.060 2.167
C -1.704 -0.530 2.787
O -2.688 -0.643 1.792
C -3.951 -0.971 2.329
H 2.036 -4.245 -1.567
H 2.223 -2.717 -2.459
H 0.606 -3.440 -2.274
H 1.068 -4.103 0.678
H -0.380 -3.343 -0.027
H 1.515 -2.065 2.034
H -0.160 -2.639 2.299
H -0.537 0.911 1.693
H 0.383 0.005 2.911
H -1.988 0.212 3.545
H -1.578 -1.487 3.313
H -4.301 -0.195 3.018
H -3.921 -1.927 2.864
H -4.647 -1.053 1.497
O -0.593 0.836 -1.076
N -0.635 1.723 -2.080
C -1.671 2.583 -2.081
C -1.785 3.515 -3.075
C -0.803 3.559 -4.067
C 0.251 2.677 -4.030
C 0.351 1.734 -3.002
S 1.619 0.575 -2.856
H -2.349 2.460 -1.250
H -2.616 4.203 -3.065
H -0.864 4.295 -4.858
H 1.035 2.694 -4.772
O 4.743 0.749 1.609
S 3.369 0.410 1.749
O 2.986 -0.434 2.852
O 2.464 1.650 1.757
O 2.884 -0.334 0.444
F 0.545 2.729 0.934
B 1.671 2.027 0.487
F 2.441 2.824 -0.351
*
```

For the HOMO energy (spin up / spin down), the calculation gives -7.12 / -7.29 eV. The value obtained for the gap between HOMO and LUMO (spin up / spin down) is 6.817 / 6.974 eV. As for the LUMO energy (spin up / spin down): -0.30 / -0.31 eV. As for the relative energy (zero: lowest compared OMol25 entry of this formula, charge and spin): 52.45 kcal/mol.

Atomic partial charges in e from the Mulliken method, atoms 1 to 4:
1 Ta 1.183
2 C -0.927
3 O -0.250
4 C -0.734

The following is a quantum chemistry calculation of a structure of composition C8H9BeCl3NO7, from the OMol25 dataset.

Geometry as ORCA input:
```
! RIJCOSX wB97M-V def2-TZVPD def2/J DEFGRID3
* xyz -1 1
Be 0.559 0.306 -0.113
O -0.845 1.823 -0.078
C -2.109 1.321 0.361
C -2.400 0.017 -0.366
N -1.401 -1.005 -0.131
C -1.356 -1.562 1.193
C -0.517 -0.659 2.112
O -0.695 -0.685 3.318
O 0.331 0.088 1.487
C -1.069 -1.822 -1.273
C -0.197 -1.007 -2.242
O -0.214 -1.257 -3.434
O 0.503 -0.094 -1.665
H -0.420 2.293 0.652
H -2.893 2.043 0.115
H -2.106 1.173 1.443
H -2.425 0.221 -1.438
H -3.405 -0.319 -0.062
H -0.838 -2.522 1.158
H -2.343 -1.725 1.643
H -1.933 -2.234 -1.806
H -0.445 -2.651 -0.933
Cl 4.234 2.704 1.260
C 4.251 1.445 0.001
Cl 4.415 2.213 -1.595
Cl 5.634 0.381 0.274
C 2.894 0.657 0.035
O 2.913 -0.554 0.152
O 1.878 1.411 -0.068
*
```

For the HOMO energy, the calculation gives -5.89 eV. The value obtained for the gap between HOMO and LUMO is 8.782 eV. As for the LUMO energy: 2.89 eV.

Atomic partial charges in e from the Mulliken method, atoms 1 to 4:
1 Be -0.051
2 O -0.419
3 C -0.612
4 C -0.806

Values of molecular weight, in order: 764.35, 747.49, 586.15, 346.53, all in u.